Entry 1:
19
Properties=species:S:1:pos:R:3:mulliken_charge:R:1 method="wB97M-V/def2-TZVPD" homo_lumo_gap_ev=9.146 charge=0 de_lowest_kcal_mol=56.7 multiplicity=1 energy_ev=-8461.8971
C 1.368 -1.746 -1.896 -0.97
C 0.126 -1.415 -1.552 0.75
C -1.094 -1.901 -2.245 -1.28
C -0.199 -0.766 -0.223 -0.54
C 0.206 0.420 0.284 -0.01
C -0.628 1.231 1.234 -1.14
H 1.653 -2.231 -2.824 0.31
H 2.146 -1.529 -1.169 0.27
H -2.010 -1.405 -1.918 0.34
H -0.993 -1.914 -3.333 0.38
H -1.234 -2.967 -1.995 0.27
H -0.812 -1.344 0.475 0.33
H 1.209 0.782 0.054 0.36
H -1.460 0.620 1.618 0.31
H -1.029 2.098 0.712 0.29
H -0.120 1.331 2.189 0.31
O 0.996 3.241 3.338 -0.61
H 0.445 3.988 3.105 0.31
H 1.431 3.507 4.146 0.30

Entry 2:
19
Properties=species:S:1:pos:R:3:mulliken_charge:R:1 method="wB97M-V/def2-TZVPD" homo_lumo_gap_ev=10.411 charge=0 de_lowest_kcal_mol=34.5 multiplicity=1 energy_ev=-8462.8584
C -2.848 0.074 0.467 -1.27
C -1.460 0.321 -0.086 -0.24
O -0.554 -0.618 0.481 -0.40
C 0.635 -0.043 0.922 -0.08
C 1.861 -0.889 0.842 -0.77
C 1.710 0.303 -0.073 0.29
C 1.470 0.094 -1.551 -1.39
H -2.835 0.177 1.556 0.29
H -3.179 -0.937 0.220 0.30
H -3.563 0.789 0.043 0.39
H -1.134 1.340 0.148 0.39
H -1.460 0.214 -1.180 0.26
H 0.521 0.616 1.787 0.41
H 1.730 -1.869 0.393 0.24
H 2.574 -0.863 1.662 0.26
H 2.310 1.176 0.170 0.34
H 0.962 0.957 -2.002 0.30
H 2.415 -0.051 -2.083 0.38
H 0.846 -0.790 -1.715 0.29

Entry 3:
19
Properties=species:S:1:pos:R:3:mulliken_charge:R:1 method="wB97M-V/def2-TZVPD" homo_lumo_gap_ev=11.163 charge=0 de_lowest_kcal_mol=0.9 multiplicity=1 energy_ev=-8464.3164
C -1.854 -1.048 -0.150 -1.81
C -0.701 -0.090 0.143 1.35
O -1.103 0.907 1.087 -0.60
C 0.560 -0.821 0.623 -1.02
C 1.645 0.251 0.556 -0.53
C 1.306 1.042 -0.728 -0.52
C -0.173 0.711 -1.059 -0.98
H -2.045 -1.691 0.720 0.38
H -1.621 -1.702 -0.998 0.37
H -2.775 -0.501 -0.371 0.37
H -1.065 0.532 1.975 0.38
H 0.440 -1.282 1.613 0.41
H 0.775 -1.631 -0.087 0.34
H 1.562 0.905 1.430 0.25
H 2.657 -0.166 0.550 0.39
H 1.963 0.746 -1.553 0.31
H 1.455 2.115 -0.575 0.26
H -0.249 0.111 -1.973 0.28
H -0.777 1.612 -1.202 0.38

Entry 4:
19
Properties=species:S:1:pos:R:3:mulliken_charge:R:1 method="wB97M-V/def2-TZVPD" homo_lumo_gap_ev=9.415 charge=0 de_lowest_kcal_mol=100.0 multiplicity=1 energy_ev=-8460.0184
C -2.355 0.456 -0.019 -1.23
C -1.205 -0.486 0.205 0.04
C -0.429 -1.090 -0.865 -0.08
O 0.608 -1.766 -0.578 -0.65
C 1.566 -0.016 0.661 0.29
C 2.383 0.441 -0.514 -1.12
C 0.490 0.674 1.139 -1.07
H -3.316 -0.048 0.121 0.37
H -2.326 0.896 -1.021 0.33
H -2.310 1.273 0.708 0.35
H -1.195 -1.072 1.120 0.40
H -1.495 -1.680 -0.759 0.15
H -0.532 -0.567 -1.841 0.32
H 1.967 -0.836 1.250 0.27
H 2.753 -0.415 -1.078 0.30
H 3.250 1.030 -0.187 0.34
H 1.797 1.077 -1.188 0.28
H 0.216 1.628 0.691 0.33
H 0.133 0.502 2.153 0.37